Record 1
The following is a DFT calculation (ωB97M-V/def2-TZVPD) of a 2-piece molecular cluster, C4H14N2O2 overall.

XYZ file:
```
22
Properties=species:S:1:pos:R:3
O 0.851 -0.921 2.507
O -0.690 2.956 0.403
N 0.648 -1.850 -0.391
N 0.304 -0.407 -2.894
C -0.703 -0.196 0.792
C -0.517 -0.036 -1.746
C 0.178 -0.465 -0.431
C 0.154 0.220 1.978
H -0.123 -2.476 -0.163
H -1.446 0.557 0.551
H -0.246 -0.518 -3.727
H 1.105 0.110 -0.359
H -1.116 -1.143 1.127
H 0.919 0.949 1.714
H -0.401 0.599 2.828
H 1.100 0.208 -2.972
H -1.452 3.241 0.927
H -0.081 3.698 0.484
H 1.236 -1.423 1.766
H 0.989 -2.145 -1.300
H -1.465 -0.568 -1.778
H -0.649 1.033 -1.623
```

## Properties
- LUMO: 0.54 eV
- Frontier orbital gap: 9.474 eV
- Relative energy (zero: lowest compared OMol25 entry of this formula, charge and spin): 71.6 kJ/mol
- HOMO: -8.9 eV

Record 2
The following is a DFT calculation (ωB97M-V/def2-TZVPD) of a 3-piece molecular cluster, C4H14N2O2 overall.

XYZ file:
```
22
Properties=species:S:1:pos:R:3
O -2.264 0.198 3.078
O 2.968 -0.162 -1.355
N -0.648 -1.179 0.279
N 0.405 -0.698 2.263
C -0.575 -0.922 -1.157
C -1.070 0.455 -1.518
C 0.478 -1.029 1.036
C -0.226 1.579 -0.933
H -2.115 0.526 -1.189
H 1.313 -0.727 2.723
H 0.451 -1.096 -1.454
H -0.093 1.522 0.153
H -1.587 -0.442 2.802
H 1.404 -1.279 0.526
H -1.498 -0.862 0.725
H -1.137 0.633 -2.588
H -0.665 2.575 -1.077
H 3.381 0.589 -1.798
H 0.769 1.563 -1.392
H -1.757 0.991 3.304
H -1.125 -1.694 -1.706
H 3.592 -0.543 -0.722
```

## Properties
- LUMO: 0.41 eV
- Frontier orbital gap: 9.470 eV
- Relative energy (zero: lowest compared OMol25 entry of this formula, charge and spin): 40.4 kJ/mol
- HOMO: -9.1 eV

Record 3
The following is a DFT calculation (ωB97M-V/def2-TZVPD) of C4H14N2O2 as an isolated structure.

XYZ file:
```
22
Properties=species:S:1:pos:R:3
O 3.048 -0.144 0.974
O -1.761 -0.666 -2.368
N -1.717 1.750 0.848
N 0.990 -1.561 1.604
C 0.843 -1.600 0.095
C -1.353 1.503 -0.510
C -0.204 -0.596 -0.366
C 0.006 0.779 -0.511
H 3.565 0.188 1.675
H -0.179 0.349 0.632
H -1.054 -1.119 -0.913
H 0.076 -1.224 1.931
H -1.573 1.936 -1.452
H 0.938 1.033 -0.908
H 0.533 -2.606 -0.350
H 0.037 3.310 1.365
H -1.983 0.654 -0.173
H -2.444 -0.853 -2.958
H 1.865 -1.474 -0.339
H 0.207 3.313 0.626
H 1.761 -0.860 1.845
H -2.707 1.995 0.752
```

## Properties
- LUMO (alpha / beta): -7.91 / -7.92 eV
- Frontier orbital gap (alpha / beta): 5.154 / 5.129 eV
- Relative energy (zero: lowest compared OMol25 entry of this formula, charge and spin): 1419.7 kJ/mol
- HOMO (alpha / beta): -13.1 / -13.1 eV
- Net charge: +1
- Expectation value of S²: 0.755
- Multiplicity: 2

Record 4
The following is a DFT calculation (ωB97M-V/def2-TZVPD) of a 2-piece molecular cluster, C4H14N2OS overall.

XYZ file:
```
22
Properties=species:S:1:pos:R:3
S -1.313 -1.149 -2.161
O -2.580 1.022 0.997
N 1.057 -0.838 2.714
N 0.125 -0.177 0.576
C 0.524 -1.055 -2.041
C 1.193 0.285 -1.602
C 0.369 0.214 2.027
C 0.468 0.920 -0.362
H 0.934 1.146 1.993
H -1.460 0.126 -2.663
H 1.237 0.853 -2.529
H -0.867 -0.317 0.480
H 1.197 1.557 0.137
H 0.822 -1.305 -3.060
H 2.219 -0.061 -1.460
H 1.696 -1.390 2.157
H -3.401 0.565 1.231
H -0.373 1.496 -0.741
H -2.631 0.948 0.045
H -0.560 0.474 2.541
H 0.938 -1.852 -1.426
H 0.407 -1.462 3.147
```

## Properties
- LUMO: 0.47 eV
- Frontier orbital gap: 9.254 eV
- Relative energy (zero: lowest compared OMol25 entry of this formula, charge and spin): 86.3 kJ/mol
- HOMO: -8.8 eV

Record 5
The following is a DFT calculation (ωB97M-V/def2-TZVPD) of a 2-piece molecular cluster, C4H14N3 overall.

XYZ file:
```
21
Properties=species:S:1:pos:R:3
N 1.403 -0.972 1.886
N 1.114 0.698 0.251
N -0.619 0.839 -1.811
C 0.587 -1.964 2.656
C -1.489 1.966 -2.221
C 1.025 -0.513 0.730
C -1.525 -0.202 -1.274
H -1.662 0.099 -0.226
H 0.335 -1.535 3.626
H 1.128 -2.885 2.750
H 1.870 -0.264 2.456
H -1.026 -1.151 -1.384
H -2.243 1.607 -2.933
H -0.399 -2.061 2.153
H -1.928 2.315 -1.285
H -0.801 2.711 -2.654
H 1.593 1.422 0.825
H -2.491 -0.219 -1.773
H -0.127 0.475 -2.698
H 0.495 0.959 -0.607
H 0.377 -1.151 0.123
```

## Properties
- LUMO (alpha / beta): 1.02 / 0.94 eV
- Frontier orbital gap (alpha / beta): 4.247 / 9.281 eV
- Relative energy (zero: lowest compared OMol25 entry of this formula, charge and spin): 150.8 kJ/mol
- HOMO (alpha / beta): -3.2 / -8.3 eV
- Expectation value of S²: 0.753
- Multiplicity: 2

Record 6
The following is a DFT calculation (ωB97M-V/def2-TZVPD) of a 2-piece molecular cluster, C4H14N3 overall.

XYZ file:
```
21
Properties=species:S:1:pos:R:3
N 2.065 -1.768 -1.762
N 1.926 0.238 -0.444
N 0.899 -1.923 0.283
C -2.366 0.010 0.553
C -2.420 1.483 0.854
C 1.028 1.210 0.135
C 1.452 -1.098 -0.721
H 0.743 -1.326 1.133
H 2.745 0.649 -0.976
H 2.382 -1.159 -2.532
H -1.532 1.808 1.409
H -1.752 -0.516 1.219
H 1.379 2.278 0.099
H -1.819 -0.071 -0.399
H 0.021 1.400 -0.385
H 2.040 -2.897 -2.095
H 1.612 -2.558 0.573
H -3.275 1.696 1.519
H 0.965 0.805 1.060
H -3.447 -0.419 0.384
H -2.645 2.157 0.091
```

## Properties
- LUMO (alpha / beta): 1.08 / 0.85 eV
- Frontier orbital gap (alpha / beta): 6.025 / 9.688 eV
- Relative energy (zero: lowest compared OMol25 entry of this formula, charge and spin): 158.7 kJ/mol
- HOMO (alpha / beta): -4.9 / -8.8 eV
- Expectation value of S²: 0.753
- Multiplicity: 2

Record 7
The following is a DFT calculation (ωB97M-V/def2-TZVPD) of a 2-piece molecular cluster, C4H14N3 overall.

XYZ file:
```
21
Properties=species:S:1:pos:R:3
N 1.960 0.914 -0.282
N -0.860 -1.740 0.392
N -0.823 0.641 0.305
C -1.560 1.897 0.007
C 2.325 -0.359 0.353
C 0.262 -2.141 -0.309
C -1.539 -0.556 -0.120
H 2.180 1.704 0.292
H 2.959 -0.889 -0.358
H -0.972 2.723 -0.018
H -1.524 -0.648 -1.191
H -2.591 -0.584 0.186
H 2.266 0.961 -1.224
H 0.184 -1.586 -1.299
H 0.787 -3.122 -0.145
H -1.997 1.705 -0.976
H -0.393 0.773 1.272
H 2.104 -0.559 1.413
H -1.191 -2.088 1.347
H -2.381 2.181 0.677
H 0.806 0.771 -0.321
```

## Properties
- LUMO (alpha / beta): -2.93 / -3.62 eV
- Frontier orbital gap (alpha / beta): 9.057 / 6.911 eV
- Relative energy (zero: lowest compared OMol25 entry of this formula, charge and spin): 529.1 kJ/mol
- HOMO (alpha / beta): -12.0 / -10.5 eV
- Net charge: +1

Record 8
The following is a DFT calculation (ωB97M-V/def2-TZVPD) of a 2-piece molecular cluster, C4H14N3 overall.

XYZ file:
```
21
Properties=species:S:1:pos:R:3
N -0.139 -2.274 -1.076
N -0.865 0.925 0.918
N 1.234 -0.462 -0.341
C -0.719 2.380 1.272
C -0.349 3.176 0.028
C 0.401 -1.157 -1.272
C 0.407 -3.164 -0.049
H 1.949 0.080 -0.814
H -0.256 4.228 0.289
H -1.136 3.089 -0.723
H -0.023 -4.146 -0.204
H -1.128 0.391 1.741
H 1.497 -3.242 -0.107
H 0.048 0.525 0.527
H 0.188 -0.580 -2.170
H 0.602 2.826 -0.373
H 1.669 -1.126 0.297
H -1.593 0.802 0.212
H 0.157 -2.825 0.966
H 0.096 2.435 1.993
H -1.653 2.718 1.711
```

## Properties
- LUMO: -3.19 eV
- Frontier orbital gap: 10.043 eV
- Relative energy (zero: lowest compared OMol25 entry of this formula, charge and spin): 118.9 kJ/mol
- HOMO: -13.2 eV
- Net charge: +1

no.,E (eV)
1,-11449.948
2,-11450.271
3,-11428.679
4,-20237.133
5,-8841.793
6,-8841.710
7,-8834.539
8,-8838.790